(1)
{
  "formula": "C51H40N6O4Pd",
  "method": "wB97M-V/def2-TZVPD",
  "gap_ev": 4.41,
  "charge": 2,
  "multiplicity": 1,
  "homo_ev": -12.18,
  "elements": ["Pd", "C", "O", "C", "C", "C", "C", "C", "C", "C", "C", "C", "C", "C", "N", "C", "C", "C", "C", "C", "C", "C", "C", "C", "C", "O", "C", "C", "C", "C", "N", "C", "C", "C", "C", "C", "C", "O", "C", "C", "C", "C", "C", "C", "C", "N", "C", "C", "N", "C", "C", "C", "C", "O", "C", "C", "C", "H", "H", "H", "H", "H", "H", "H", "H", "H", "H", "H", "H", "H", "H", "H", "H", "H", "H", "H", "H", "H", "H", "H", "H", "H", "H", "H", "H", "H", "H", "H", "H", "H", "H", "H", "H", "N", "C", "C", "N", "C", "H", "H", "H", "H"],
  "positions_angstrom": [[0.213, -0.140, -0.126], [-5.016, -7.188, 4.260], [-3.644, -6.837, 4.135], [-3.299, -5.814, 3.353], [-1.924, -5.561, 3.244], [-1.471, -4.534, 2.451], [-2.374, -3.703, 1.773], [-3.737, -3.953, 1.889], [-4.201, -5.009, 2.654], [-1.808, -2.572, 1.013], [-2.060, -1.259, 1.483], [-3.046, -0.867, 2.443], [-2.947, 0.482, 2.585], [-1.860, 0.910, 1.756], [-1.367, -0.158, 1.088], [-1.254, 2.189, 1.830], [0.095, 2.424, 1.455], [0.912, 3.541, 1.820], [2.183, 3.244, 1.431], [2.127, 1.983, 0.760], [3.220, 1.368, 0.095], [4.548, 1.886, 0.498], [5.260, 2.807, -0.272], [6.353, 3.459, 0.256], [6.774, 3.194, 1.565], [7.787, 3.941, 2.017], [8.184, 3.810, 3.377], [6.134, 2.191, 2.297], [5.016, 1.569, 1.772], [3.093, 0.378, -0.879], [1.921, -0.262, -1.179], [2.130, -1.005, -2.272], [1.108, -1.867, -2.813], [0.935, -2.044, -4.197], [1.725, -1.320, -5.140], [1.507, -1.427, -6.477], [0.491, -2.271, -6.975], [0.361, -2.298, -8.280], [-0.617, -3.154, -8.879], [-0.320, -2.982, -6.070], [-0.111, -2.853, -4.725], [0.251, -2.563, -1.853], [-0.108, -3.942, -1.846], [-0.885, -4.139, -0.736], [-1.004, -2.877, -0.089], [-0.272, -1.950, -0.793], [3.492, -0.875, -2.693], [4.099, -0.045, -1.800], [0.848, 1.523, 0.779], [-2.057, 3.261, 2.408], [-3.321, 3.512, 1.842], [-4.110, 4.530, 2.311], [-3.689, 5.303, 3.404], [-4.543, 6.235, 3.820], [-4.231, 7.000, 4.979], [-2.443, 5.051, 3.986], [-1.639, 4.048, 3.483], [-5.047, -8.008, 4.969], [-5.419, -7.522, 3.302], [-5.610, -6.355, 4.641], [-1.243, -6.191, 3.799], [-0.407, -4.349, 2.362], [-4.443, -3.331, 1.352], [-5.265, -5.195, 2.705], [-3.720, -1.531, 2.957], [-3.523, 1.122, 3.233], [0.575, 4.441, 2.303], [3.070, 3.845, 1.550], [4.936, 3.033, -1.281], [6.895, 4.204, -0.311], [8.839, 4.651, 3.579], [8.729, 2.878, 3.536], [7.323, 3.851, 4.046], [6.502, 1.898, 3.271], [4.507, 0.812, 2.357], [2.506, -0.662, -4.789], [2.101, -0.873, -7.191], [-0.378, -4.202, -8.699], [-0.578, -2.951, -9.943], [-1.619, -2.932, -8.508], [-1.110, -3.627, -6.428], [-0.775, -3.372, -4.052], [0.224, -4.684, -2.555], [-1.351, -5.059, -0.420], [3.953, -1.394, -3.518], [5.128, 0.276, -1.777], [-3.653, 2.908, 1.007], [-5.072, 4.754, 1.870], [-5.102, 7.617, 5.169], [-3.364, 7.642, 4.808], [-4.047, 6.354, 5.840], [-2.104, 5.635, 4.830], [-0.696, 3.829, 3.967], [-2.076, 0.523, -3.866], [-0.992, 1.288, -4.205], [-0.317, 1.501, -3.038], [-0.977, 0.884, -2.001], [-2.027, 0.300, -2.533], [-2.782, 0.185, -4.498], [-0.797, 1.607, -5.214], [0.569, 2.087, -2.861], [-2.769, -0.258, -1.985]],
  "lowdin_charge": [1.054, -0.052, -0.054, -0.274, 0.029, -0.012, -0.211, -0.025, 0.008, 0.001, -0.192, 0.027, 0.027, -0.216, 0.004, 0.019, -0.191, 0.023, 0.034, -0.201, 0.004, -0.225, -0.022, 0.023, -0.276, -0.057, -0.053, 0.007, -0.012, -0.201, 0.012, -0.220, 0.041, -0.134, 0.025, 0.048, -0.242, -0.004, -0.016, 0.031, 0.033, -0.218, -0.006, 0.038, -0.212, -0.001, -0.003, 0.039, 0.007, -0.193, -0.012, 0.032, -0.267, -0.046, -0.046, 0.016, -0.015, 0.100, 0.102, 0.098, 0.131, 0.130, 0.128, 0.112, 0.117, 0.127, 0.112, 0.127, 0.127, 0.130, 0.099, 0.102, 0.096, 0.113, 0.131, 0.110, 0.140, 0.111, 0.107, 0.102, 0.120, 0.113, 0.123, 0.131, 0.121, 0.128, 0.129, 0.131, 0.101, 0.102, 0.101, 0.114, 0.124, 0.066, -0.091, -0.147, -0.002, -0.195, 0.155, 0.117, 0.105, 0.126]
}

=====

(2)
{
  "formula": "C24H26N2O6PPt",
  "method": "wB97M-V/def2-TZVPD",
  "gap_ev": 7.87,
  "charge": -1,
  "e_above_lowest_kj_mol": 94.98,
  "multiplicity": 1,
  "homo_ev": -5.42,
  "elements": ["Pt", "C", "C", "N", "C", "C", "N", "C", "O", "O", "C", "O", "O", "H", "H", "H", "H", "H", "O", "C", "O", "C", "P", "C", "C", "C", "C", "C", "C", "C", "C", "C", "C", "C", "C", "H", "H", "H", "H", "H", "H", "H", "H", "H", "H", "H", "H", "C", "C", "C", "C", "H", "H", "H", "H", "H", "H", "H", "H", "H"],
  "positions_angstrom": [[-0.788, -0.406, 1.286], [-2.647, 2.445, 2.580], [-1.881, 2.477, 1.304], [-0.975, 1.632, 0.812], [-0.403, 2.279, -0.288], [-1.076, 3.450, -0.505], [-1.971, 3.558, 0.520], [-1.052, 4.562, -1.497], [-0.251, 4.443, -2.509], [-1.806, 5.504, -1.313], [0.969, 2.033, -0.887], [1.123, 2.438, -2.076], [1.842, 1.590, -0.139], [-3.631, 1.998, 2.462], [-2.775, 3.472, 2.924], [-2.101, 1.884, 3.332], [-2.557, 4.369, 0.637], [0.325, 3.553, -2.397], [0.159, -4.374, 1.852], [0.055, -3.246, 1.406], [-0.645, -2.308, 1.976], [0.729, -2.854, 0.098], [1.144, -1.062, 0.112], [2.795, -1.077, 0.881], [3.797, -1.956, 0.478], [5.016, -1.980, 1.137], [5.240, -1.130, 2.212], [4.244, -0.256, 2.622], [3.026, -0.227, 1.956], [1.384, -0.814, -1.680], [0.272, -0.993, -2.499], [0.365, -0.802, -3.869], [1.574, -0.426, -4.435], [2.679, -0.224, -3.622], [2.584, -0.406, -2.251], [-0.009, -3.012, -0.694], [1.578, -3.506, -0.104], [3.626, -2.623, -0.359], [5.791, -2.665, 0.815], [6.190, -1.152, 2.730], [4.415, 0.409, 3.459], [2.247, 0.464, 2.250], [-0.684, -1.263, -2.061], [-0.512, -0.935, -4.490], [1.647, -0.266, -5.503], [3.616, 0.107, -4.052], [3.432, -0.187, -1.618], [-3.394, -2.249, 0.204], [-3.745, -0.960, 0.946], [-3.938, 0.173, -0.062], [-2.722, -0.636, 2.047], [-4.184, -2.528, -0.498], [-3.231, -3.075, 0.898], [-2.468, -2.115, -0.363], [-4.717, -1.124, 1.437], [-3.005, 0.368, -0.597], [-4.247, 1.105, 0.420], [-4.705, -0.085, -0.798], [-2.619, -1.523, 2.678], [-3.126, 0.135, 2.694]],
  "lowdin_charge": [0.961, -0.019, -0.347, -0.009, -0.085, -0.081, 0.169, -0.513, 0.111, 0.058, -0.606, 0.012, -0.012, 0.068, 0.084, 0.083, 0.166, 0.055, 0.030, -0.693, -0.257, -0.233, 0.942, -0.340, -0.095, -0.090, -0.098, -0.081, -0.088, -0.349, -0.099, -0.084, -0.094, -0.079, -0.085, 0.084, 0.085, 0.105, 0.097, 0.095, 0.099, 0.094, 0.093, 0.099, 0.096, 0.101, 0.107, -0.101, -0.506, -0.101, -0.302, 0.071, 0.079, 0.049, 0.122, 0.061, 0.060, 0.071, 0.039, 0.004]
}

=====

(3)
{
  "formula": "C3H5NO3",
  "method": "wB97M-V/def2-TZVPD",
  "gap_ev": 10.52,
  "e_above_lowest_kj_mol": 677.56,
  "multiplicity": 1,
  "homo_ev": -9.96,
  "elements": ["C", "C", "C", "N", "O", "O", "O", "H", "H", "H", "H", "H"],
  "positions_angstrom": [[0.461, -0.491, 0.073], [-0.675, 0.446, -0.219], [1.574, -0.787, -0.804], [-1.888, 1.166, 1.127], [-2.247, 0.416, 1.967], [-2.247, 2.277, 0.805], [-0.834, -0.971, -0.412], [0.744, -0.600, 1.077], [-0.575, 1.250, -0.900], [2.544, -0.445, -0.312], [1.463, -0.397, -1.840], [1.681, -1.865, -0.562]],
  "lowdin_charge": [-0.340, -0.001, -0.055, -0.316, 0.088, 0.041, 0.021, 0.125, 0.118, 0.109, 0.105, 0.105]
}

=====

(4)
{
  "formula": "C5H10O2",
  "method": "wB97M-V/def2-TZVPD",
  "gap_ev": [7.65, 7.64],
  "e_above_lowest_kj_mol": 784.60,
  "multiplicity": 1,
  "homo_ev": [-6.75, -6.75],
  "elements": ["C", "O", "C", "C", "C", "C", "O", "H", "H", "H", "H", "H", "H", "H", "H", "H", "H"],
  "positions_angstrom": [[-0.474, -0.238, 2.422], [-0.061, -0.653, 1.137], [-0.691, 0.045, 0.119], [-0.166, 1.396, -0.338], [0.108, 0.166, -1.128], [1.353, -0.408, -1.442], [1.497, -1.773, -1.477], [-1.557, -0.375, 2.557], [-0.227, 0.817, 2.600], [0.058, -0.861, 3.144], [-1.766, -0.110, 0.033], [-0.898, 2.099, -0.721], [0.699, 1.818, 0.164], [-1.180, 0.126, -2.182], [0.121, -0.082, -2.290], [2.161, 0.161, -1.887], [1.023, -2.128, -0.711]],
  "lowdin_charge": [-0.086, -0.136, -0.303, -0.018, -0.420, -0.191, -0.004, 0.093, 0.093, 0.092, 0.146, 0.107, 0.124, 0.138, 0.136, 0.131, 0.100]
}

=====

Copy entry 4 word for word.
{
  "formula": "C5H10O2",
  "method": "wB97M-V/def2-TZVPD",
  "gap_ev": [7.65, 7.64],
  "e_above_lowest_kj_mol": 784.60,
  "multiplicity": 1,
  "homo_ev": [-6.75, -6.75],
  "elements": ["C", "O", "C", "C", "C", "C", "O", "H", "H", "H", "H", "H", "H", "H", "H", "H", "H"],
  "positions_angstrom": [[-0.474, -0.238, 2.422], [-0.061, -0.653, 1.137], [-0.691, 0.045, 0.119], [-0.166, 1.396, -0.338], [0.108, 0.166, -1.128], [1.353, -0.408, -1.442], [1.497, -1.773, -1.477], [-1.557, -0.375, 2.557], [-0.227, 0.817, 2.600], [0.058, -0.861, 3.144], [-1.766, -0.110, 0.033], [-0.898, 2.099, -0.721], [0.699, 1.818, 0.164], [-1.180, 0.126, -2.182], [0.121, -0.082, -2.290], [2.161, 0.161, -1.887], [1.023, -2.128, -0.711]],
  "lowdin_charge": [-0.086, -0.136, -0.303, -0.018, -0.420, -0.191, -0.004, 0.093, 0.093, 0.092, 0.146, 0.107, 0.124, 0.138, 0.136, 0.131, 0.100]
}